1.
Here is C33H29CoN4O3PS3 as an isolated structure at a distorted geometry from the OMol25 dataset. Energies are from wB97M-V/def2-TZVPD.

Each line ends with the Löwdin charge.
Atoms and positions in Å:
Co (0.521, -1.099, 0.689)  0.225
O (-0.107, -1.804, 2.471)  -0.240
N (-0.030, -3.083, 2.787)  -0.199
C (-0.464, -3.458, 4.008)  -0.025
C (-0.461, -4.768, 4.399)  -0.069
C (0.000, -5.737, 3.503)  -0.075
C (0.474, -5.339, 2.279)  -0.091
C (0.496, -3.982, 1.909)  -0.653
S (1.162, -3.436, 0.443)  0.778
H (-0.809, -2.646, 4.629)  0.134
H (-0.811, -5.032, 5.386)  0.103
H (-0.012, -6.784, 3.772)  0.107
H (0.855, -6.045, 1.555)  0.105
N (2.236, 0.185, 1.838)  0.075
C (1.863, 1.459, 2.338)  -0.305
C (2.650, 2.135, 3.267)  -0.028
C (2.260, 3.372, 3.749)  -0.079
C (1.080, 3.953, 3.307)  -0.081
C (0.292, 3.284, 2.386)  -0.063
C (0.672, 2.037, 1.896)  -0.275
P (-0.375, 1.060, 0.758)  1.130
C (-0.099, 1.836, -0.866)  -0.336
C (-1.075, 1.789, -1.861)  -0.113
C (-0.787, 2.236, -3.140)  -0.071
C (0.486, 2.690, -3.450)  -0.077
C (1.472, 2.711, -2.475)  -0.067
C (1.177, 2.295, -1.187)  -0.081
C (-2.030, 1.608, 1.291)  -0.352
C (-2.709, 2.706, 0.774)  -0.098
C (-3.951, 3.057, 1.286)  -0.077
C (-4.516, 2.321, 2.318)  -0.083
C (-3.835, 1.233, 2.847)  -0.075
C (-2.599, 0.877, 2.334)  -0.105
H (2.630, 0.242, 0.903)  0.074
H (2.907, -0.271, 2.443)  0.107
H (3.576, 1.686, 3.605)  0.112
H (2.885, 3.889, 4.466)  0.105
H (0.766, 4.916, 3.690)  0.103
H (-0.637, 3.729, 2.056)  0.101
H (-2.059, 1.399, -1.634)  0.099
H (-1.555, 2.218, -3.903)  0.106
H (0.710, 3.021, -4.456)  0.106
H (2.473, 3.041, -2.723)  0.112
H (1.942, 2.330, -0.422)  0.107
H (-2.269, 3.295, -0.019)  0.106
H (-4.475, 3.913, 0.882)  0.105
H (-5.485, 2.600, 2.711)  0.103
H (-4.273, 0.661, 3.656)  0.105
H (-2.057, 0.026, 2.733)  0.093
O (4.418, -0.581, -1.662)  0.059
C (3.874, -0.549, -2.895)  -0.262
C (4.737, -0.433, -3.985)  -0.019
C (4.233, -0.361, -5.267)  -0.090
C (2.861, -0.416, -5.494)  -0.097
C (2.001, -0.569, -4.425)  -0.035
C (2.485, -0.640, -3.118)  -0.079
C (1.542, -0.825, -1.993)  -0.423
O (1.959, -0.656, -0.780)  -0.185
N (0.307, -1.142, -2.294)  0.067
N (-0.469, -1.314, -1.190)  -0.190
C (-1.702, -1.564, -1.365)  -0.921
S (-2.724, -1.911, 0.012)  0.927
C (-4.227, -2.263, -0.960)  -0.508
C (-4.152, -1.494, -2.262)  -0.526
S (-2.472, -1.653, -2.950)  0.920
H (3.660, -0.684, -1.042)  0.070
H (5.802, -0.400, -3.797)  0.115
H (4.914, -0.271, -6.104)  0.101
H (2.470, -0.346, -6.501)  0.096
H (0.931, -0.640, -4.566)  0.107
H (-5.074, -1.946, -0.353)  0.075
H (-4.274, -3.337, -1.129)  0.074
H (-4.361, -0.435, -2.111)  0.071
H (-4.848, -1.896, -2.997)  0.075

Output
Lowest unoccupied orbital energy (spin up / spin down)   0.22 / 0.36 eV
Energy   -4638.3809 a.u.
<S²>   0.772
HOMO-LUMO gap (spin up / spin down)   0.2751 / 0.2802 hartree
2S+1   2


2.
Here is C33H29FIrN7O3S as an isolated structure at a distorted geometry from the OMol25 dataset. Energies are from wB97M-V/def2-TZVPD.

Each line ends with the Löwdin charge.
Atoms and positions in Å:
Ir (1.277, -1.237, -0.592)  1.113
C (-0.857, -5.197, -3.721)  0.022
N (0.568, -4.864, -3.614)  -0.086
C (1.614, -5.551, -4.212)  0.022
C (2.764, -4.961, -3.840)  0.021
N (2.404, -3.882, -3.033)  -0.007
C (1.062, -3.860, -2.887)  -0.601
S (0.093, -2.776, -1.976)  0.846
C (3.201, -3.104, -2.165)  -0.233
C (4.096, -3.647, -1.346)  0.044
C (4.562, -3.122, -0.072)  -0.029
C (4.035, -2.109, 0.626)  -0.028
C (3.163, -0.981, 0.188)  -0.247
N (2.801, -1.720, -2.166)  -0.020
H (-0.949, -6.089, -4.332)  0.109
H (-1.392, -4.375, -4.192)  0.107
H (-1.257, -5.382, -2.726)  0.108
H (1.438, -6.395, -4.856)  0.150
H (3.789, -5.183, -4.080)  0.146
H (4.320, -4.693, -1.521)  0.141
H (5.235, -3.781, 0.461)  0.129
H (4.272, -2.077, 1.684)  0.128
H (3.094, -0.317, 1.034)  0.093
N (3.872, 1.851, 0.288)  0.174
C (2.542, 2.009, 0.692)  -0.248
C (2.358, 3.265, 1.436)  0.032
C (1.174, 3.621, 1.917)  0.031
C (0.004, 2.704, 1.839)  -0.110
C (0.338, 1.378, 1.086)  -0.252
N (1.617, 1.154, 0.439)  0.121
C (4.323, 1.071, -0.743)  -0.173
C (5.238, 1.535, -1.695)  0.071
C (5.481, 0.782, -2.817)  0.042
C (4.725, -0.380, -3.065)  0.074
C (3.882, -0.779, -2.081)  -0.217
N (3.821, -0.160, -0.886)  0.067
H (4.464, 2.638, 0.509)  0.160
H (3.220, 3.909, 1.561)  0.127
H (1.060, 4.566, 2.432)  0.136
H (-0.237, 2.424, 2.870)  0.177
H (0.230, 0.545, 1.785)  0.161
H (5.697, 2.505, -1.561)  0.145
H (6.175, 1.139, -3.567)  0.145
H (4.767, -0.895, -4.014)  0.148
H (2.259, -1.523, -3.008)  0.141
C (-6.568, 1.364, 1.113)  -0.004
C (-5.658, 0.879, 2.231)  -0.276
C (-5.758, 1.685, 3.518)  -0.113
C (-5.323, 3.134, 3.319)  -0.109
C (-4.018, 3.202, 2.596)  -0.080
C (-3.171, 4.339, 2.685)  0.088
C (-1.945, 4.387, 2.118)  -0.190
F (-1.190, 5.474, 2.257)  0.124
C (-1.338, 3.318, 1.281)  -0.080
C (-2.299, 2.169, 1.207)  0.002
C (-1.811, 1.054, 0.589)  -0.165
O (-0.590, 1.177, 0.020)  0.010
C (-2.429, -0.184, 0.660)  0.011
C (-3.695, -0.189, 1.205)  0.100
N (-4.237, 0.917, 1.747)  0.063
C (-3.542, 2.102, 1.845)  -0.041
C (-1.683, -1.421, 0.253)  -0.557
O (-2.264, -2.373, -0.193)  0.099
O (-0.373, -1.388, 0.532)  -0.274
H (-7.601, 1.352, 1.458)  0.106
H (-6.497, 0.718, 0.238)  0.094
H (-6.324, 2.383, 0.806)  0.093
H (-5.858, -0.169, 2.448)  0.152
H (-5.137, 1.216, 4.285)  0.135
H (-6.787, 1.639, 3.871)  0.138
H (-5.224, 3.631, 4.286)  0.139
H (-6.077, 3.705, 2.767)  0.142
H (-3.501, 5.200, 3.254)  0.153
H (-1.150, 3.712, 0.274)  0.191
H (-4.294, -1.089, 1.251)  0.169

Output
Charge   +3
Lowest unoccupied orbital energy (spin up / spin down)   -9.31 / -9.32 eV
Energy   -2485.3300 a.u.
<S²>   0.782
HOMO-LUMO gap (spin up / spin down)   0.1936 / 0.2422 hartree
2S+1   2


Energy relative to the best compared isomer or geometry (same formula, charge and spin) for every record listed, in sequence, given in kcal per mole: 4.6, 79.3.